Record 1
Computed, not measured: a molecular structure, C25H50BrFInO8, with ωB97M-V/def2-TZVPD.

```
! RIJCOSX wB97M-V def2-TZVPD def2/J DEFGRID3
* xyz -1 1
O -0.65382 -5.60402 3.61439
C -1.86849 -5.66195 3.83296
Br -2.71273 -4.09869 4.78418
C -2.83540 -6.85686 3.47744
In -2.81563 -7.50679 1.31135
C -2.16087 -5.92121 -0.15314
C -1.26591 -6.66918 -1.26591
F -0.78189 -5.74155 -2.29289
H -3.89852 -6.64880 3.84796
H -2.47172 -7.75379 4.10358
H -1.69638 -8.90526 1.11839
H -4.51551 -7.99678 0.90612
H -1.58152 -5.05195 0.28831
H -3.07423 -5.52895 -0.73274
H -0.38719 -7.17412 -0.71949
H -1.83697 -7.53569 -1.75810
C 0.08620 -2.10928 -0.85904
C -0.33875 -2.10033 0.58697
O -0.93472 -3.03938 1.07230
C 0.00429 -0.88272 1.40381
H -0.22736 -3.04725 -1.32275
H -0.38702 -1.28008 -1.39071
H 1.17379 -2.03117 -0.92791
H -0.47133 -0.00066 0.97388
H 1.08719 -0.74958 1.43662
H -0.36286 -1.01668 2.42328
C 2.28146 3.49685 2.48355
C 0.90385 3.02859 2.09525
O 0.69586 1.87224 1.77763
C -0.20455 4.04522 2.11439
H 2.97878 2.65877 2.42397
H 2.61489 4.27942 1.79848
H 2.27127 3.87171 3.50912
H 0.01818 4.84962 1.41454
H -0.32536 4.44417 3.12454
H -1.13768 3.56782 1.81268
C 0.52228 1.45407 -3.40164
C 1.71128 1.90906 -2.59799
O 2.63472 2.50775 -3.11862
C 1.71308 1.59483 -1.12663
H 0.65634 1.74815 -4.44447
H 0.43499 0.36657 -3.35291
H -0.38653 1.92376 -3.01905
H 1.67811 0.51390 -0.97706
H 0.85810 2.07087 -0.64412
H 2.62935 1.98111 -0.67517
C -3.68594 5.00539 0.36473
C -2.56208 5.71425 -0.34393
O -1.39955 5.42527 -0.13279
C -2.93358 6.79494 -1.32417
H -3.27204 4.25364 1.03912
H -4.26531 5.72113 0.95166
H -4.32840 4.50627 -0.36356
H -3.47974 7.58982 -0.81200
H -3.54274 6.37488 -2.12723
H -2.02533 7.21751 -1.75810
C 5.74468 5.75041 -3.09947
C 4.62588 6.45314 -2.37699
O 4.73629 7.60912 -2.01335
C 3.36699 5.66876 -2.12294
H 6.58790 6.43464 -3.21317
H 6.07252 4.88309 -2.52290
H 5.40935 5.43963 -4.09100
H 3.59018 4.79785 -1.50362
H 2.92713 5.35436 -3.07124
H 2.64818 6.29927 -1.59521
C 3.69800 -5.17547 -5.54557
C 2.57221 -4.49493 -4.81076
O 2.67375 -3.34455 -4.42826
C 1.31995 -5.29402 -4.56952
H 4.53521 -4.48194 -5.64777
H 4.03383 -6.04941 -4.98362
H 3.36529 -5.47225 -6.54246
H 1.55011 -6.17302 -3.96447
H 0.88235 -5.59563 -5.52392
H 0.59642 -4.68019 -4.03145
C -2.58169 -0.26334 4.52263
C -3.00985 -0.25566 5.96622
O -3.60941 -1.19347 6.45236
C -2.66542 0.96150 6.78515
H -2.89524 -1.19945 4.05676
H -3.05159 0.56749 3.99097
H -1.49423 -0.18712 4.45701
H -3.13886 1.84613 6.35377
H -1.58168 1.09179 6.81960
H -3.03462 0.82838 7.80408
*
```

Calculated values
- Lowest unoccupied orbital energy: 1.577 eV
- Calculated total energy: -4448.44234 hartree
- HOMO-LUMO gap: 6.691 eV
- HOMO energy: -5.11 eV
- Energy relative to the best compared isomer or geometry (same formula, charge and spin): 25.3 kcal/mol

Record 2
Computed, not measured: a molecular structure, C40H39BrClGeN2ReSi, with ωB97M-V/def2-TZVPD.

```
! RIJCOSX wB97M-V def2-TZVPD def2/J DEFGRID3
* xyz 2 1
Re -0.37662 -1.36375 -0.02518
Br -0.44411 0.57886 5.55751
C -0.53221 -0.82330 4.33501
C -0.59698 -2.12658 4.77954
C -0.58641 -3.14827 3.83885
C -0.51990 -2.83031 2.51137
N -0.50128 -1.55180 2.07864
C -0.51049 -0.55554 2.98013
H -0.64992 -2.34119 5.84044
H -0.62748 -4.18735 4.14096
H -0.48958 -3.61623 1.77050
H -0.52228 0.45913 2.60839
C 0.27155 -4.00379 -0.92598
Si 1.96834 -3.29540 -0.50918
C 2.80470 -3.35202 -2.14741
C 2.74732 -4.19764 0.88281
N 1.60271 -1.58799 -0.02060
C 2.65158 -0.72798 0.42759
C 3.99686 -1.04406 0.18121
C 5.00953 -0.18118 0.55774
C 4.71345 0.98845 1.25261
C 3.39159 1.28304 1.55665
C 2.37735 0.45196 1.12609
H 0.47322 -4.87960 -1.55938
H -0.34150 -3.35271 -1.56517
H -0.33867 -4.37936 -0.09778
H 2.74911 -4.38829 -2.51145
H 3.86316 -3.06999 -2.13582
H 2.28774 -2.71527 -2.87210
H 2.98898 -5.22655 0.57291
H 2.09150 -4.25788 1.75794
H 3.68302 -3.72135 1.19660
H 4.25470 -1.94609 -0.37030
H 6.03890 -0.42193 0.30892
H 5.50904 1.66022 1.55521
H 3.15491 2.18083 2.11824
H 1.35188 0.68084 1.36922
Cl -2.86535 -4.27065 -5.10335
C -2.74090 -3.48487 -3.59349
C -2.41111 -2.15836 -3.54041
C -2.33812 -1.51562 -2.30040
C -2.58890 -2.22576 -1.11270
C -2.54898 -1.56638 0.18455
C -2.91519 -3.60152 -1.19788
C -3.01187 -4.21606 -2.41107
H -2.24633 -1.61053 -4.46075
H -2.15656 -0.44974 -2.25620
H -2.91969 -2.17589 0.99838
H -3.01164 -0.59391 0.21283
H -3.14314 -4.14853 -0.28832
H -3.30836 -5.25788 -2.48349
C -0.53674 0.33205 -0.19971
Ge -0.66178 2.34283 -0.31491
C 1.12302 2.82578 -0.85442
C 1.92254 1.88887 -1.52691
C 3.19235 2.23870 -1.96643
C 3.68301 3.51973 -1.72337
C 2.88674 4.46276 -1.08079
C 1.60796 4.12242 -0.65148
C -1.98286 2.82470 -1.61145
C -1.82545 2.39124 -2.93720
C -2.70065 2.83937 -3.92154
C -3.72053 3.73010 -3.58979
C -3.88494 4.15316 -2.27468
C -3.01742 3.70341 -1.28038
C -1.21011 2.71013 1.48976
C -2.46611 2.23210 1.89627
C -2.92810 2.49041 3.18390
C -2.14718 3.23740 4.06104
C -0.89715 3.70468 3.66806
C -0.41844 3.43175 2.38891
H 1.53896 0.88962 -1.71511
H 3.79534 1.51881 -2.51331
H 4.68443 3.78641 -2.04273
H 3.25563 5.47241 -0.92912
H 0.98891 4.87202 -0.16824
H -1.00257 1.72444 -3.20062
H -2.57679 2.50788 -4.94798
H -4.38447 4.10152 -4.36358
H -4.68314 4.84485 -2.02154
H -3.13816 4.05271 -0.25795
H -3.08592 1.67434 1.19723
H -3.90159 2.12346 3.49379
H -2.51427 3.45513 5.05892
H -0.29386 4.28742 4.35707
H 0.56178 3.79315 2.08593
*
```

Calculated values
- Lowest unoccupied orbital energy (spin up / spin down): -7.465 / -7.466 eV
- Calculated total energy: -7135.49969 hartree
- HOMO-LUMO gap (spin up / spin down): 5.923 / 5.921 eV
- HOMO energy (spin up / spin down): -13.39 / -13.39 eV
- Energy relative to the best compared isomer or geometry (same formula, charge and spin): 6.4 kcal/mol

Record 3
Computed, not measured: a single C5H8N2O molecule, with ωB97M-V/def2-TZVPD.

```
! RIJCOSX wB97M-V def2-TZVPD def2/J DEFGRID3
* xyz 0 1
C -3.28131 -0.29056 0.04056
N -2.05404 -0.66713 0.09082
N -1.27677 0.38826 0.10384
C 0.04639 0.28086 -0.19537
C 0.70441 1.63809 -0.13177
C 0.82038 -0.92639 -0.18750
C 2.25143 -0.90796 -0.04309
O 2.96962 0.03611 0.25394
H -4.06563 -1.06954 -0.04737
H -3.40929 0.92954 -0.18981
H -1.80606 1.21682 0.47075
H -0.00085 2.38532 -0.44034
H 1.66793 1.65468 -0.84134
H 0.87687 1.63357 1.10866
H 0.35129 -1.84933 -0.21547
H 2.69665 -2.00209 -0.13616
*
```

Calculated values
- Lowest unoccupied orbital energy: 0.222 eV
- Calculated total energy: -379.93235 hartree
- HOMO-LUMO gap: 8.508 eV
- SMILES: C=NN/C(C)=C/C=O
- HOMO energy: -8.29 eV
- Energy relative to the best compared isomer or geometry (same formula, charge and spin): 97.8 kcal/mol

Record 4
Computed, not measured: 2 unconnected molecules or ions with the total composition C8H13NO3, with ωB97M-V/def2-TZVPD.

```
! RIJCOSX wB97M-V def2-TZVPD def2/J DEFGRID3
* xyz 0 3
C 1.90175 0.78015 0.27943
C 2.06606 -0.46082 0.59004
C -1.27412 1.50093 0.75419
C 2.93340 -1.41685 -0.21779
C 1.42455 -1.04646 1.84280
C -3.48662 0.55208 -0.12333
C -1.50309 1.28552 -1.68239
C -1.95152 1.04993 -0.25729
N 1.81443 2.02012 -0.00602
O -0.63119 1.55249 1.73036
O 1.02860 2.53098 -0.82687
O 2.61648 2.97933 0.76205
H 3.83997 -1.56322 0.26180
H 2.45320 -2.31960 -0.42480
H 3.55130 -0.94006 -1.09153
H 1.26139 -2.09898 1.72208
H 2.22026 -0.98174 2.60811
H 0.60515 -0.54262 2.14486
H -4.09946 1.23575 -0.55037
H -3.48453 -0.43819 -0.67160
H -3.63066 0.38031 0.85200
H -2.17486 1.90892 -2.14801
H -1.34366 0.36588 -2.20094
H -0.57823 1.74078 -1.61969
H 2.42038 3.88805 0.43095
*
```

Calculated values
- Lowest unoccupied orbital energy (spin up / spin down): 0.766 / -1.284 eV
- Calculated total energy: -592.72158 hartree
- HOMO-LUMO gap (spin up / spin down): 5.796 / 7.342 eV
- HOMO energy (spin up / spin down): -5.03 / -8.63 eV
- Expectation value of S²: 2.008
- Energy relative to the best compared isomer or geometry (same formula, charge and spin): 68.4 kcal/mol

Record 5
Computed, not measured: a molecular structure, C47H40BrIN3O5PS2Sr, with ωB97M-V/def2-TZVPD.

```
! RIJCOSX wB97M-V def2-TZVPD def2/J DEFGRID3
* xyz -2 1
Sr -0.88521 -0.93526 2.42229
I -2.90287 0.39027 -1.39439
C -3.26723 1.59665 -3.07468
C -4.56740 2.01669 -3.17163
C -5.04551 2.71944 -4.30029
C -4.19878 2.95468 -5.34003
C -2.83847 2.54937 -5.26470
C -1.98945 2.80167 -6.37582
C -0.67201 2.44982 -6.33961
C -0.15174 1.88331 -5.15664
C -0.92159 1.63266 -4.05666
P -0.06433 1.11974 -2.47589
C 0.66215 -0.46186 -3.02718
C 0.32816 -1.10157 -4.21975
C 0.88024 -2.33598 -4.53713
C 1.77932 -2.94099 -3.67169
C 2.10495 -2.32052 -2.47262
C 1.53642 -1.10012 -2.14107
C 1.36579 2.25266 -2.59624
C 1.10409 3.61171 -2.42489
C 2.12899 4.53917 -2.45207
C 3.44441 4.12002 -2.62789
C 3.71507 2.76993 -2.77207
C 2.68068 1.84143 -2.75870
C -2.32709 1.90883 -4.10969
H -5.25510 1.77964 -2.37106
H -6.08141 3.03454 -4.33580
H -4.53795 3.45374 -6.24017
H -2.41795 3.28196 -7.24785
H -0.02096 2.62756 -7.18687
H 0.91197 1.66390 -5.10965
H -0.36770 -0.63952 -4.90817
H 0.60067 -2.82422 -5.46425
H 2.21001 -3.90383 -3.91738
H 2.77614 -2.79356 -1.76861
H 1.74446 -0.65746 -1.16998
H 0.08743 3.94193 -2.24801
H 1.90690 5.58924 -2.31338
H 4.25088 4.84198 -2.63509
H 4.73618 2.42706 -2.88718
H 2.90883 0.78620 -2.86786
O 0.06093 1.19344 3.70012
N 1.34912 1.26917 3.43971
C 2.17961 1.33494 4.49951
C 3.54026 1.39384 4.36701
C 4.07528 1.38690 3.08633
C 3.22042 1.32167 2.01520
C 1.82618 1.23992 2.15819
S 0.77362 1.08834 0.79934
H 1.66029 1.29984 5.44412
H 4.15915 1.38811 5.25076
H 5.14469 1.39156 2.93288
H 3.59755 1.28677 1.00376
O -2.38747 -6.04185 -2.69001
C -1.72413 -5.20961 -1.82628
C -1.61816 -3.84246 -2.05213
C -0.91759 -3.09531 -1.12714
N -0.34277 -3.60850 -0.04112
C -0.47379 -4.89603 0.14823
Br 0.34630 -5.60206 1.70940
C -1.14952 -5.76540 -0.70009
H -2.72308 -5.50577 -3.41890
H -2.06781 -3.36775 -2.91324
H -0.81941 -2.02444 -1.25769
H -1.22438 -6.82117 -0.49334
C -4.48685 3.88680 4.13097
C -4.17038 2.51820 3.59446
C -3.10096 1.79100 4.09574
C -2.82285 0.53603 3.58375
C -3.60071 -0.01214 2.56700
C -4.67269 0.70867 2.05601
C -4.94346 1.96279 2.57326
S -3.35243 -1.72876 2.03829
O -4.66757 -2.26040 1.79733
O -2.51359 -1.63950 0.82662
O -2.59875 -2.31384 3.14328
H -4.10196 4.00867 5.14373
H -5.56329 4.06702 4.14778
H -4.03089 4.66234 3.51126
H -2.45719 2.19687 4.86390
H -2.01188 -0.04172 4.02087
H -5.28661 0.27706 1.27791
H -5.78235 2.52846 2.18143
C 1.73046 -1.74168 5.92120
C 2.81031 -1.84508 4.88897
C 4.13115 -1.93027 5.25293
C 5.17216 -2.06013 4.31777
C 4.79339 -2.14525 2.96759
C 3.48924 -2.06586 2.54471
C 3.14041 -2.16620 1.09254
C 2.37191 -1.86522 3.47637
N 1.14923 -1.68820 3.12224
H 2.15409 -1.67022 6.92883
H 1.05609 -2.60606 5.87786
H 1.07642 -0.88330 5.73634
H 4.37703 -1.88965 6.31498
H 6.20919 -2.12531 4.62387
H 5.56864 -2.28399 2.21313
H 3.98651 -2.56840 0.52337
H 2.85580 -1.19643 0.67039
H 2.25609 -2.80140 0.94905
*
```

Calculated values
- Lowest unoccupied orbital energy: 3.413 eV
- Calculated total energy: -6395.65390 hartree
- HOMO-LUMO gap: 2.538 eV
- HOMO energy: 0.88 eV
- Energy relative to the best compared isomer or geometry (same formula, charge and spin): 0.0 kcal/mol

Record 6
Computed, not measured: a single C3H2ClN3S molecule, with ωB97M-V/def2-TZVPD.

```
! RIJCOSX wB97M-V def2-TZVPD def2/J DEFGRID3
* xyz 0 1
S 3.03298 0.29619 -0.04674
C 1.40739 0.33099 -0.10408
N 0.71948 1.40936 -0.65028
N -0.55113 1.43146 -0.76053
C -1.30645 0.37262 -0.30210
Cl -3.00918 0.48738 -0.49093
C -0.71828 -0.70851 0.29163
N 0.62323 -0.68198 0.43563
H -1.29711 -1.49090 0.74414
H 1.09909 -1.44660 0.88326
*
```

Calculated values
- Lowest unoccupied orbital energy: -1.139 eV
- Calculated total energy: -1138.10927 hartree
- HOMO-LUMO gap: 7.571 eV
- SMILES: S=c1nnc(Cl)c[nH]1
- HOMO energy: -8.71 eV
- Energy relative to the best compared isomer or geometry (same formula, charge and spin): 0.0 kcal/mol

Record 7
Computed, not measured: a single FHN2O3 molecule, with ωB97M-V/def2-TZVPD.

```
! RIJCOSX wB97M-V def2-TZVPD def2/J DEFGRID3
* xyz 0 1
O 0.29624 1.61573 -0.04684
N 0.89789 0.58651 -0.01429
O 2.06100 0.31661 -0.10284
N 0.05856 -0.47157 0.29499
O -1.46770 -0.10180 -0.37375
F 0.30595 -1.68479 -0.13713
H -2.15194 -0.26068 0.37987
*
```

Calculated values
- Lowest unoccupied orbital energy (spin up / spin down): -1.056 / -1.057 eV
- Calculated total energy: -435.39633 hartree
- HOMO-LUMO gap (spin up / spin down): 10.532 / 10.532 eV
- SMILES: O=[N+]([O-])N(O)F
- HOMO energy (spin up / spin down): -11.59 / -11.59 eV
- Energy relative to the best compared isomer or geometry (same formula, charge and spin): 69.4 kcal/mol